A 2-piece molecular cluster, C4H14N2O overall at a distorted geometry, computed with ωB97M-V/def2-TZVPD.

Atoms and positions in Å:
C -2.3330 0.2077 -0.6842
C -1.1269 -0.7205 -0.7482
C -0.5823 -0.7976 -2.2128
N -0.0282 -0.3279 0.1391
C 0.7258 0.8249 -0.2371
N 1.4380 1.2553 0.9692
H -3.1847 -0.1496 -1.2605
H -2.0764 1.1813 -1.1054
H -2.6186 0.3534 0.3538
H -1.4013 -1.7513 -0.5300
H -1.3000 -1.3661 -2.8015
H 0.3524 -1.3408 -2.1818
H -0.5676 0.1770 -2.6520
H -0.3934 -0.1450 1.0709
H 0.1514 1.6605 -0.6642
H 1.4503 0.5978 -1.0309
H 2.1523 1.9165 0.6862
H 1.9021 0.3948 1.2531
H 2.8505 -1.3548 3.8849
H 1.9312 -0.1640 3.5969
O 2.6585 -0.4516 4.1547

Atomic forces in eV per Å
C 0.2233 0.1194 0.0400
C 0.6355 0.0096 -1.5210
C -1.1888 -0.7105 1.2611
N -0.6516 -0.5627 0.2804
C 0.6666 0.8354 -0.5473
N -0.2240 -0.2688 -0.3044
H -0.0271 -0.2248 0.0702
H 0.0441 0.0831 0.0973
H -0.2839 0.0431 0.1083
H -0.1461 0.0307 0.5010
H -0.0011 -0.1553 -0.0848
H 0.3610 0.1991 -0.3563
H 0.6221 0.6533 -0.3104
H -0.0276 -0.0278 -0.0763
H -0.2618 0.0743 0.4057
H -0.1587 -0.4275 -0.0427
H 0.0873 -0.0052 0.2761
H 0.3651 0.2969 0.2255
H -0.0520 0.0210 -0.0113
H -0.0953 0.0423 -0.0422
O 0.1131 -0.0256 0.0312

Its SMILES is CC(C)NCN.O. The value obtained for the HOMO-LUMO gap is 9.885 eV. As for the relative energy (zero: lowest compared OMol25 entry of this formula, charge and spin): 117.51 kJ/mol.

Atom charges from the natural (NBO) analysis, given in e for atoms 1 to 4: atom 1 (C): -0.63, atom 2 (C): -0.04, atom 3 (C): -0.62, atom 4 (N): -0.64